1.
46
Properties=species:S:1:pos:R:3:forces:R:3:lowdin_charge:R:1 method="wB97M-V/def2-TZVPD" s2=0.754 total_charge=+2 orbital_gap_ev="4.545 / 2.549" e_homo_ev="-14.55 / -14.55" total_energy_ev=-152906.5555 spin_multiplicity=2 fmax_ev_per_a=6.69
Sn -1.44344 4.31705 -9.39564 0.856 -0.403 -3.924 1.670
Ag 0.63408 1.21777 -10.94182 0.282 -0.777 -0.702 0.829
Cl -4.03842 0.05935 -13.95327 1.015 0.130 0.539 0.577
Cl -2.11124 8.57351 -14.16959 0.561 -0.180 -0.139 0.829
Cl -4.06341 4.27493 -15.55507 -0.492 0.707 -1.233 0.659
Cl 1.12499 2.35857 -17.37930 -0.966 -0.038 -0.333 0.554
Cl 2.87054 6.49342 -14.13124 -0.114 0.418 -0.086 0.625
Cl -3.98958 5.35024 -12.43945 -0.308 1.194 0.461 0.598
Cl 2.94346 8.03301 -10.87056 -0.418 0.149 0.290 0.586
Cl -0.19667 7.02876 -16.39589 -0.146 -0.170 0.980 0.858
Cl 0.23608 -0.75333 -13.57556 0.484 -0.266 0.738 0.594
Cl 3.40402 0.55110 -15.29240 -0.607 0.013 -0.136 0.557
O -0.25433 4.90396 -11.73760 -1.049 1.327 0.098 -0.196
O -0.88312 2.81349 -11.61801 -6.109 -1.087 2.502 -0.276
O 1.05752 3.08671 -12.14294 1.442 2.254 -2.592 -0.102
C -4.03138 3.68284 -12.95276 1.376 -1.354 -0.706 -0.666
C 2.25493 6.46921 -11.40077 0.539 0.623 -0.284 -0.655
C -0.06811 3.68107 -12.05562 4.121 -1.583 4.167 -0.939
C 2.54143 2.11707 -15.11874 1.333 0.239 1.016 -0.682
C -0.56814 6.35409 -14.81762 0.157 -0.303 -0.097 -0.595
C -0.94716 7.35948 -13.68331 -0.800 0.336 -0.138 -0.580
C 2.49575 2.90822 -16.40607 -0.360 -0.776 0.075 -0.649
C -3.23081 3.51459 -14.25963 0.262 -0.438 1.387 -0.734
C 3.18692 5.94194 -12.48405 -0.165 -1.664 0.813 -0.662
C -1.30378 -0.16797 -14.21340 -0.503 0.016 -0.037 -0.653
C -2.40103 -0.19407 -13.15477 -0.329 0.157 -0.138 -0.595
H 1.60798 2.01552 -14.56726 -0.299 -0.363 -0.614 0.028
H 2.22181 5.78815 -10.55031 0.344 0.005 -0.021 0.069
H 0.24332 5.72951 -14.44846 0.293 0.269 -0.199 0.038
H 4.22465 6.10204 -12.19825 -0.052 0.538 -0.273 0.075
H -1.04548 0.85029 -14.49713 -0.545 -0.002 -0.326 0.051
H -2.16689 0.59094 -12.43422 -0.514 0.249 -0.049 0.034
H -5.02488 3.26333 -13.09463 -0.134 0.402 0.312 0.087
H 3.10842 4.85342 -12.51381 -0.328 0.001 -0.147 0.051
H -1.43179 5.69920 -14.97743 -0.453 0.261 -0.103 0.064
H 1.21852 6.62030 -11.69441 0.296 0.035 -0.304 0.020
H -1.57100 -0.78004 -15.07173 0.130 0.101 -0.022 0.081
H -0.00260 7.82669 -13.38297 0.182 0.304 -0.238 0.100
H 2.35540 3.96820 -16.20441 0.295 0.000 -0.119 0.048
H 3.31491 2.65758 -17.07531 0.471 0.547 0.524 0.064
H -3.09164 2.46052 -14.49876 -0.157 0.052 0.139 0.020
H -2.52278 -1.11164 -12.58394 0.317 -0.217 -0.401 0.069
H -3.47720 3.19632 -12.15175 -0.278 -0.590 -0.222 0.028
H -1.38866 6.89017 -12.80771 0.220 -0.504 -0.242 0.037
H 3.17095 2.60768 -14.37378 0.111 0.433 -0.293 0.052
H -2.24699 3.97049 -14.14518 0.039 -0.043 0.078 0.033

---

2.
67
Properties=species:S:1:pos:R:3:forces:R:3:lowdin_charge:R:1 method="wB97M-V/def2-TZVPD" orbital_gap_ev=6.642 e_homo_ev=-6.30 total_energy_ev=-115747.8342 spin_multiplicity=1 fmax_ev_per_a=0.14
Au -0.31007 1.53084 1.72192 0.107 0.063 -0.053 0.821
I -4.42105 -2.26012 0.36970 -0.001 -0.001 -0.007 0.865
Cl -6.70567 2.09564 -2.48952 0.001 0.000 -0.002 0.647
Cl 4.20154 -1.32069 -5.00457 -0.002 0.004 0.003 0.749
Cl 8.13777 -4.56715 -3.41928 0.000 -0.001 0.001 0.684
Cl -1.14018 -1.10986 -1.62960 0.006 -0.016 -0.012 0.754
S -0.46411 -2.09757 1.11411 -0.006 0.017 0.009 0.979
O -2.43861 0.09584 1.04590 -0.022 0.005 -0.051 -0.285
O 2.09392 -1.63826 -2.74608 0.014 -0.002 -0.003 -0.112
N 0.79353 1.47212 -0.01172 0.066 -0.014 0.088 -0.114
N 2.29861 0.85433 -1.47392 0.027 0.056 0.002 -0.052
N -2.42368 2.75599 0.32154 -0.067 -0.028 0.004 0.069
N -3.89229 1.55792 6.79829 0.000 0.002 0.003 0.126
N -1.33741 1.54171 3.51893 -0.042 0.003 -0.029 -0.129
C 1.50072 -3.43924 0.16897 0.013 0.009 0.001 -0.161
C -5.40424 0.22041 -1.05394 -0.002 -0.006 0.002 -0.194
C -3.40098 1.93905 -0.13986 -0.009 0.014 0.001 -0.141
C -2.31238 2.68643 5.37230 -0.003 0.002 0.003 -0.016
C 3.23713 -1.34163 -1.98468 0.006 0.000 -0.013 -0.320
C -2.42987 4.02386 -0.00865 0.003 -0.016 -0.017 -0.174
C 5.14432 -2.85768 -1.42839 0.000 0.004 0.004 -0.018
C 0.91566 -2.78242 -0.95138 0.004 -0.009 0.007 -0.338
C 6.08481 -2.93034 -4.02022 -0.001 0.000 0.000 -0.126
C -2.04199 0.44848 3.85253 -0.042 0.012 0.033 -0.125
C 4.46483 -2.12889 -2.40042 -0.010 0.001 -0.014 -0.181
C -0.15854 -2.02541 -0.57172 -0.013 -0.010 0.001 -0.921
C -4.39809 3.79683 -1.32978 -0.007 0.007 -0.004 -0.038
C -1.49015 2.63804 4.27299 0.058 -0.034 0.033 -0.137
C -3.03826 1.54581 5.73580 -0.009 0.000 -0.004 -0.316
C -4.43105 2.42645 -0.98850 0.001 -0.006 0.006 -0.182
C 0.43853 1.98356 -1.23645 -0.014 0.006 -0.009 -0.129
C -5.42767 1.53130 -1.43944 0.009 0.004 0.002 -0.630
C 6.73216 -3.63509 -3.02059 0.000 -0.001 -0.001 -0.663
C 4.96125 -2.18410 -3.70198 0.002 -0.003 0.002 -0.563
C -2.88160 0.40717 4.93955 0.005 0.017 0.005 0.003
C 1.36724 1.60252 -2.15140 -0.014 -0.018 -0.005 -0.038
C 6.27264 -3.60721 -1.71621 0.003 0.001 0.000 -0.093
C -3.34849 0.53521 0.28818 -0.024 -0.036 0.008 -0.514
C 3.44181 0.16820 -2.05419 -0.014 -0.029 0.003 -0.056
C 1.43868 -2.84881 -2.35323 -0.011 -0.011 -0.002 -0.140
C -3.40618 4.59759 -0.84107 0.002 0.005 0.001 -0.065
C 1.91159 0.79787 -0.18814 -0.013 -0.010 -0.029 -0.154
C -4.39616 -0.25881 -0.21502 0.009 0.008 -0.005 -0.659
C 0.86274 -3.15532 1.33686 -0.003 -0.006 0.000 -0.401
H -0.92278 3.50678 3.97080 0.007 -0.001 0.001 0.105
H 2.44670 0.26696 0.58080 0.000 0.000 0.002 0.140
H 1.09610 -3.52474 2.32268 -0.002 -0.001 0.000 0.065
H 1.43802 1.76756 -3.21133 0.002 0.002 0.001 0.129
H -2.39870 3.60483 5.93749 0.000 -0.001 -0.001 0.111
H -4.26858 0.69109 7.13631 -0.002 -0.001 -0.002 0.102
H -3.85724 2.31869 7.45168 0.000 0.000 0.000 0.100
H -0.46263 2.55549 -1.36391 -0.006 0.001 0.007 0.094
H 3.53174 0.49114 -3.08803 0.005 0.006 -0.002 0.105
H 3.05091 -1.59061 -0.93245 0.001 0.005 0.001 0.127
H -3.36300 5.65086 -1.08457 0.000 0.000 0.001 0.099
H 6.78424 -4.16669 -0.94624 0.000 0.000 0.000 0.109
H -1.94847 -0.39594 3.18635 -0.005 -0.001 0.013 0.078
H 4.76889 -2.83838 -0.41149 0.000 0.000 0.000 0.119
H -1.62192 4.63265 0.38901 -0.001 0.004 0.003 0.100
H 6.44838 -2.95725 -5.03709 0.000 0.000 0.000 0.106
H 4.35186 0.44835 -1.52229 -0.008 -0.005 0.013 0.145
H -5.16824 4.19585 -1.97581 0.001 0.001 0.001 0.083
H 2.35165 -4.10359 0.08997 -0.001 -0.001 -0.002 0.109
H -3.43440 -0.49875 5.14951 0.005 -0.004 0.002 0.117
H 2.12573 -3.69643 -2.45643 -0.004 0.005 -0.003 0.132
H -6.17777 -0.45067 -1.40277 0.000 -0.001 0.000 0.088
H 0.62874 -2.97177 -3.06984 0.003 0.011 0.003 0.126

---

3.
66
Properties=species:S:1:pos:R:3:forces:R:3:lowdin_charge:R:1 method="wB97M-V/def2-TZVPD" s2=1.125 total_charge=+2 orbital_gap_ev="6.011 / 6.124" e_homo_ev="-14.09 / -14.08" total_energy_ev=-262268.9395 spin_multiplicity=2 fmax_ev_per_a=1.22
Re 0.17888 0.49018 -0.09704 0.770 0.113 0.933 1.458
Br -0.88906 -4.48034 -2.28192 0.024 0.019 0.032 0.814
Se -0.57483 2.51389 -3.21125 -0.032 -0.027 0.039 0.778
Se 1.11299 3.57952 -2.05883 0.024 -0.026 -0.030 0.743
S 1.26395 2.24669 1.08816 -0.234 0.035 -0.428 0.667
O -3.47940 -1.24352 -7.19021 0.194 0.192 -0.211 0.154
O 1.89335 -1.79029 2.48279 -0.021 0.107 -0.310 0.171
O 1.49222 -0.71282 0.56295 -0.443 -0.398 -0.644 -0.272
O -1.45759 -0.36659 -7.41090 0.045 0.001 -0.053 0.160
N -1.25400 -0.79488 -1.09802 0.171 0.222 -0.119 -0.028
N -1.53382 1.81929 -0.57580 -0.150 0.100 -0.007 -0.108
N 0.66309 -3.19848 -0.40412 0.018 0.065 -0.037 0.086
N -0.92167 -0.33281 1.52975 -0.081 -0.084 -0.122 -0.063
N -0.90877 3.40144 2.51253 0.376 -0.216 -0.278 0.131
N 1.77403 0.83866 -1.60729 0.225 0.005 -0.080 -0.142
C 2.46174 -4.16191 0.86375 -0.011 -0.036 0.090 0.030
C -1.82955 2.40367 -1.76545 0.093 -0.090 0.162 -0.634
C 0.52445 -4.35180 -1.02379 -0.002 0.033 0.026 -0.714
C -2.85296 -0.65175 -2.93175 -0.100 0.077 0.094 -0.016
C -2.10369 -0.88277 -5.20726 -0.056 0.013 -0.034 -0.110
C -2.00326 -1.43844 -0.28524 -0.036 -0.153 0.069 -0.045
C -1.54920 -0.84377 -2.49695 0.020 -0.081 -0.104 -0.313
C -0.79982 -1.06799 -4.75718 0.069 0.003 -0.021 0.013
C -2.30778 -0.81060 -6.70100 -0.039 -0.018 0.064 -0.476
C -3.71616 2.47050 0.21491 -0.174 0.110 -0.066 -0.007
C -1.31107 -0.89521 3.80667 -0.083 -0.086 0.074 0.026
C 4.31307 1.05826 -2.75387 0.006 0.000 -0.015 0.001
C 3.52487 2.17847 -2.55173 0.021 -0.034 -0.025 -0.072
C 2.25677 2.03679 -2.01476 -0.174 -0.269 0.009 -0.675
C 2.52741 -0.25331 -1.89175 -0.174 0.229 0.104 -0.131
C -3.06238 2.98475 -2.01177 -0.080 0.043 0.046 -0.084
C -2.24912 -1.83716 3.43145 -0.016 -0.012 0.068 0.021
C -2.48075 1.90009 0.39324 0.224 0.008 -0.036 -0.140
C -0.65677 -0.15930 2.82863 -0.046 0.002 -0.224 -0.078
C -2.50620 -2.03679 2.07424 -0.126 -0.123 0.074 0.044
C 2.32273 -5.35243 0.15915 0.049 -0.103 0.002 -0.008
C 1.67936 -1.84217 1.30710 -0.051 0.167 0.512 -0.458
C -0.01235 2.95092 1.93364 -0.404 0.086 0.444 -0.748
C -1.82422 -1.27816 1.15452 0.134 0.069 0.009 -0.232
C 3.77571 -0.18632 -2.46167 0.138 0.020 -0.066 -0.009
C 1.33065 -5.46194 -0.79866 0.017 -0.063 -0.015 -0.071
C -0.52062 -1.04989 -3.40662 0.075 -0.072 0.040 -0.059
C 1.61134 -3.12481 0.53621 0.011 0.086 -0.086 -0.204
C -4.03253 3.00650 -1.02316 -0.002 0.006 -0.003 0.003
C -3.12824 -0.67807 -4.29293 -0.078 0.017 -0.022 0.008
H -4.99671 3.46598 -1.20614 0.057 -0.024 0.010 0.134
H 0.09202 0.57520 3.08223 0.029 0.031 -0.009 0.107
H -3.23483 3.45054 -2.97296 -0.004 -0.016 0.032 0.113
H -4.14259 -0.48976 -4.62961 0.061 -0.014 0.022 0.132
H -2.76864 -2.11618 -0.65606 0.023 0.006 0.012 0.149
H 3.86228 3.16074 -2.85205 0.003 -0.005 -0.006 0.117
H -3.64603 -0.43068 -2.22076 0.098 -0.046 -0.068 0.128
H -3.21897 -2.78048 1.73803 0.039 0.039 0.039 0.139
H -0.01213 -1.20711 -5.48718 -0.031 0.002 0.031 0.140
H 4.31912 -1.10103 -2.65984 -0.027 0.058 0.012 0.128
H 1.17366 -6.37643 -1.35487 0.015 0.051 0.033 0.116
H 2.10927 -1.21112 -1.62232 -0.030 0.008 0.035 0.091
H 5.30487 1.15299 -3.17804 -0.038 0.000 0.021 0.133
H 3.19450 -4.04146 1.65124 -0.037 -0.004 -0.051 0.136
H -2.22330 1.50695 1.36083 0.006 0.035 -0.035 0.083
H 2.97387 -6.19441 0.36800 -0.066 0.082 -0.026 0.131
H -4.40399 2.50700 1.04900 0.020 0.000 -0.045 0.131
H -1.06655 -0.72079 4.84564 -0.019 -0.012 -0.029 0.138
H -4.01165 -1.68555 -6.52739 -0.176 -0.171 0.234 0.109
H 0.48897 -1.21154 -3.05651 -0.061 -0.004 -0.002 0.094
H -2.77331 -2.42190 4.17876 0.047 0.042 -0.062 0.136

---

4.
13
Properties=species:S:1:pos:R:3:forces:R:3:lowdin_charge:R:1 method="wB97M-V/def2-TZVPD" orbital_gap_ev=9.118 e_homo_ev=-9.00 total_energy_ev=-12543.7208 spin_multiplicity=1 fmax_ev_per_a=4.63
P -0.75141 -0.79918 -0.26626 -0.162 -2.664 -1.820 0.791
C -0.86832 -2.13110 -1.40486 0.682 3.611 2.823 -0.325
C 2.91352 1.99096 0.85482 -0.900 1.341 -3.360 -0.043
C -2.53573 -0.52713 0.13788 0.134 0.414 2.220 -0.432
H -3.23417 -0.56670 -0.66934 -0.381 -0.148 -0.591 0.006
H -0.05624 -2.69753 -1.74187 1.504 -0.416 -0.241 -0.052
H -2.71461 0.42962 0.73645 0.424 -1.159 -0.927 0.038
H 2.58870 1.16887 0.17349 -0.136 0.934 0.468 0.028
H -2.73123 -1.36769 0.87163 -0.089 0.884 -0.838 0.036
H 3.14453 1.58787 1.73692 1.184 -1.796 3.520 -0.049
H -1.72105 -2.31645 -1.95720 -2.105 -0.519 -0.626 -0.049
H 3.80484 2.46668 0.43066 -0.237 -0.042 0.072 0.022
H 2.16117 2.76177 1.09767 0.080 -0.440 -0.701 0.030